Version one
{"formula": "C2H6O2S", "method": "the ωB97M-V functional and the def2-TZVPD basis", "orbital_gap_ha": 0.339, "smiles": "C=O.CSO", "homo_ev": -8.65, "symbols": ["C", "O", "H", "H", "C", "S", "O", "H", "H", "H", "H"], "positions_angstrom": [[-1.829, 0.648, 0.697], [-2.261, 0.287, -0.399], [-1.168, 1.467, 0.838], [-2.131, 0.121, 1.589], [1.907, 0.047, -0.415], [0.509, -0.605, 0.574], [-0.297, -1.323, -0.645], [2.568, 0.641, 0.403], [1.366, 0.498, -1.208], [2.602, -0.661, -0.761], [-1.266, -1.120, -0.674]], "nbo_charge": [0.240, -0.595, 0.136, 0.124, -0.748, 0.530, -0.882, 0.229, 0.233, 0.219, 0.514]}

---

Version two
{"formula": "C2H6O2S", "method": "the ωB97M-V functional and the def2-TZVPD basis", "orbital_gap_ha": [0.300, 0.294], "homo_ev": [-8.95, -8.80], "symbols": ["C", "C", "O", "O", "S", "H", "H", "H", "H", "H", "H"], "positions_angstrom": [[2.934, -0.524, 0.187], [-1.908, -0.176, 0.116], [0.421, 1.508, 0.124], [-0.623, -0.785, -0.090], [0.550, 0.229, -0.517], [2.878, -1.396, 0.872], [2.843, 0.479, 0.820], [-1.913, 0.686, 0.701], [-2.748, -0.914, 0.255], [-2.203, 0.227, -0.820], [-0.231, 0.665, -1.648]], "nbo_charge": [-0.367, -0.286, -0.959, -0.711, 1.490, 0.104, 0.123, 0.210, 0.217, 0.175, 0.004]}

---

Version three
{"formula": "C2H6O2S", "method": "the ωB97M-V functional and the def2-TZVPD basis", "orbital_gap_ha": 0.365, "smiles": "O=CO.CS", "homo_ev": -9.13, "symbols": ["O", "C", "O", "H", "H", "C", "S", "H", "H", "H", "H"], "positions_angstrom": [[1.700, 0.014, -0.404], [1.797, 0.874, -1.240], [0.987, 1.919, -1.358], [2.617, 0.841, -1.965], [0.414, 1.936, -0.577], [-0.884, -1.259, 0.990], [-1.636, 0.298, 0.433], [-1.033, -2.073, 0.284], [0.165, -1.064, 0.998], [-1.260, -1.523, 1.965], [-2.866, 0.038, 0.875]], "nbo_charge": [-0.605, 0.651, -0.668, 0.120, 0.503, -0.721, -0.082, 0.212, 0.249, 0.216, 0.125]}

---

Version four
{"formula": "C2H6O2S", "method": "the ωB97M-V functional and the def2-TZVPD basis", "orbital_gap_ha": 0.365, "homo_ev": -9.19, "symbols": ["C", "C", "O", "O", "S", "H", "H", "H", "H", "H", "H"], "positions_angstrom": [[2.199, -0.441, 0.064], [-2.597, 0.217, -0.090], [0.166, 1.123, -0.794], [-2.288, -0.475, 0.828], [0.824, 0.799, 0.532], [1.792, -1.419, -0.007], [2.640, -0.179, -0.935], [2.922, -0.317, 0.736], [-3.658, 0.384, -0.349], [-1.935, 0.545, -0.970], [-0.064, -0.236, 0.985]], "nbo_charge": [-0.760, 0.289, -1.001, -0.527, 1.000, 0.225, 0.242, 0.205, 0.087, 0.155, 0.084]}

---

Of them, version two has the lowest stability.

---

Version one
{"formula": "AsF6H22O11", "method": "the ωB97M-V functional and the def2-TZVPD basis", "spin_multiplicity": 2, "orbital_gap_ha": [0.131, 0.336], "s_squared": 0.75, "homo_ev": [1.21, -4.52], "charge": -2, "symbols": ["As", "F", "F", "F", "F", "F", "F", "O", "H", "H", "O", "H", "H", "O", "H", "H", "O", "H", "H", "O", "H", "H", "O", "H", "H", "O", "H", "H", "O", "H", "H", "O", "H", "H", "O", "H", "H", "O", "H", "H"], "positions_angstrom": [[-4.994, -15.057, -1.590], [-6.146, -16.236, -2.155], [-5.369, -13.953, -2.983], [-3.903, -13.767, -1.056], [-4.614, -16.070, -0.072], [-3.631, -15.850, -2.472], [-6.309, -14.361, -0.532], [-2.213, -16.128, 1.025], [-2.367, -17.061, 1.177], [-3.029, -15.810, 0.640], [-3.195, -11.654, -0.007], [-2.518, -11.959, -0.611], [-3.837, -12.363, 0.012], [-1.908, -14.903, -4.201], [-1.930, -13.955, -4.076], [-2.659, -15.228, -3.704], [-3.555, -18.632, -0.822], [-3.756, -18.252, 0.033], [-3.656, -17.906, -1.438], [-6.837, -16.789, -5.286], [-6.272, -17.095, -4.576], [-7.318, -16.052, -4.910], [-6.139, -18.073, 1.966], [-5.195, -18.068, 1.810], [-6.343, -17.177, 2.236], [-1.082, -12.847, -1.355], [-1.756, -13.281, -1.877], [-0.570, -12.348, -1.991], [-4.042, -18.278, -4.302], [-3.679, -17.799, -3.557], [-3.278, -18.641, -4.750], [-3.159, -12.243, -3.684], [-4.079, -12.404, -3.895], [-2.838, -11.706, -4.408], [-7.421, -14.263, -4.756], [-6.785, -14.193, -4.044], [-6.889, -14.273, -5.552], [-7.071, -15.197, 1.880], [-7.850, -15.586, 1.482], [-6.511, -14.967, 1.138]], "nbo_charge": [2.475, -0.691, -0.731, -0.707, -0.738, -0.724, -0.716, -0.968, 0.440, 0.505, -1.006, 0.483, 0.492, -0.998, 0.465, 0.500, -0.960, 0.461, 0.487, -1.002, 0.490, 0.484, -0.966, 0.459, 0.493, -0.942, 0.503, 0.452, -0.948, 0.485, 0.455, -0.958, 0.497, 0.448, -0.980, 0.512, 0.464, -0.992, 0.461, 0.517]}

---

Version two
{"formula": "AsF6H22O11", "method": "the ωB97M-V functional and the def2-TZVPD basis", "spin_multiplicity": 2, "orbital_gap_ha": [0.137, 0.377], "s_squared": 0.75, "homo_ev": [1.24, -5.36], "charge": -2, "symbols": ["As", "F", "F", "F", "F", "F", "F", "O", "H", "H", "O", "H", "H", "O", "H", "H", "O", "H", "H", "O", "H", "H", "O", "H", "H", "O", "H", "H", "O", "H", "H", "O", "H", "H", "O", "H", "H", "O", "H", "H"], "positions_angstrom": [[-0.245, 0.214, -0.010], [-0.381, -0.253, -1.790], [0.110, -1.548, 0.277], [-0.183, 0.566, 1.748], [-0.759, 1.922, -0.249], [-1.940, -0.367, 0.227], [1.472, 0.712, -0.146], [1.863, 0.945, -3.211], [2.352, 1.106, -2.404], [1.345, 0.162, -3.026], [1.672, -3.122, -2.327], [2.184, -2.735, -1.617], [0.762, -2.926, -2.102], [-1.010, 1.534, -4.112], [-0.782, 0.616, -4.258], [-0.324, 1.861, -3.529], [3.547, -1.054, -1.338], [4.267, -1.214, -0.729], [3.265, -0.159, -1.148], [-1.149, -1.040, 4.853], [-0.524, -0.632, 5.452], [-1.269, -0.396, 4.155], [-0.139, 4.951, -2.485], [0.187, 5.392, -1.700], [-0.319, 4.056, -2.199], [-4.245, -1.567, 0.532], [-3.461, -1.019, 0.503], [-4.463, -1.723, -0.387], [1.855, 1.155, 4.452], [1.596, 0.809, 5.306], [1.101, 1.669, 4.163], [-1.221, 1.559, 3.704], [-1.608, 2.208, 3.117], [-0.829, 0.910, 3.120], [1.280, -2.788, 2.545], [1.747, -1.954, 2.486], [0.761, -2.830, 1.742], [-2.185, -1.575, -3.583], [-2.489, -2.388, -3.179], [-1.841, -1.059, -2.854]], "nbo_charge": [2.483, -0.737, -0.724, -0.708, -0.713, -0.718, -0.728, -0.972, 0.464, 0.496, -0.978, 0.491, 0.480, -0.962, 0.472, 0.485, -0.954, 0.456, 0.483, -0.940, 0.447, 0.486, -0.957, 0.458, 0.492, -0.983, 0.507, 0.448, -0.949, 0.450, 0.492, -1.013, 0.478, 0.496, -0.978, 0.472, 0.496, -0.977, 0.454, 0.508]}

---

Of them, version two has the lowest stability.

---

Version one
{"formula": "C3H14N2O3", "method": "the ωB97M-V functional and the def2-TZVPD basis", "orbital_gap_ha": 0.320, "smiles": "C/C(N)=C/N.O.O.O", "homo_ev": -7.99, "symbols": ["C", "C", "N", "C", "N", "H", "H", "H", "H", "H", "H", "H", "H", "O", "H", "H", "O", "H", "H", "O", "H", "H"], "positions_angstrom": [[-1.878, 1.635, -0.017], [-0.603, 0.839, -0.136], [-0.008, 0.319, 1.054], [-0.128, 0.702, -1.376], [1.141, 0.167, -1.648], [-2.752, 1.180, 0.460], [-1.728, 2.492, 0.682], [-2.178, 2.133, -0.929], [-0.400, 0.884, 1.803], [-0.233, -0.662, 1.214], [-0.630, 1.037, -2.274], [1.898, 0.380, -1.011], [1.435, 0.086, -2.608], [0.335, -2.555, -0.617], [0.697, -1.707, -0.966], [0.604, -3.386, -1.026], [2.502, 1.719, 0.731], [2.152, 2.619, 0.818], [1.701, 1.229, 1.025], [-1.038, -3.039, 1.680], [-0.580, -2.849, 0.825], [-0.308, -3.223, 2.316]], "nbo_charge": [-0.642, 0.073, -0.876, -0.038, -0.882, 0.214, 0.196, 0.221, 0.372, 0.408, 0.198, 0.417, 0.385, -1.013, 0.520, 0.495, -0.972, 0.461, 0.487, -0.982, 0.496, 0.461]}

---

Version two
{"formula": "C3H14N2O3", "method": "the ωB97M-V functional and the def2-TZVPD basis", "orbital_gap_ha": 0.381, "smiles": "NCNCCO.O.O", "homo_ev": -9.57, "symbols": ["N", "C", "N", "C", "C", "O", "H", "H", "H", "H", "H", "H", "H", "H", "H", "H", "O", "H", "H", "O", "H", "H"], "positions_angstrom": [[-1.200, -1.836, -0.737], [0.235, -2.135, -0.768], [0.957, -1.403, 0.343], [1.309, -0.083, -0.126], [1.543, 0.949, 0.982], [0.462, 0.746, 1.927], [-1.282, -1.464, 0.208], [-1.391, -1.070, -1.376], [0.486, -3.176, -0.584], [0.608, -1.807, -1.735], [1.803, -1.956, 0.471], [2.171, -0.081, -0.845], [0.486, 0.294, -0.732], [2.435, 0.748, 1.595], [1.597, 1.993, 0.688], [0.203, -0.177, 2.012], [-1.306, 2.217, 0.847], [-2.119, 1.946, 1.300], [-0.632, 1.561, 1.257], [-1.816, 1.386, -1.783], [-2.776, 1.301, -1.883], [-1.773, 2.048, -1.061]], "nbo_charge": [-0.834, -0.047, -0.662, -0.276, -0.074, -0.745, 0.353, 0.378, 0.172, 0.164, 0.361, 0.180, 0.219, 0.171, 0.209, 0.503, -1.011, 0.460, 0.489, -0.973, 0.461, 0.502]}

---

Of them, version two has the lowest stability.

---

Version one
{"formula": "C7H15NO", "method": "the ωB97M-V functional and the def2-TZVPD basis", "orbital_gap_ha": [0.243, 0.243], "homo_ev": [-5.81, -5.81], "symbols": ["C", "C", "C", "C", "C", "C", "N", "C", "O", "H", "H", "H", "H", "H", "H", "H", "H", "H", "H", "H", "H", "H", "H", "H"], "positions_angstrom": [[0.073, -0.575, 0.494], [0.707, 0.522, -0.115], [2.583, -0.058, 0.797], [-0.616, -0.426, 1.818], [-1.937, 1.936, -0.789], [-1.360, 0.571, -0.984], [0.310, -1.828, 0.062], [-1.834, -0.305, -1.858], [3.038, -1.154, -0.012], [3.233, -0.815, -0.893], [-0.071, -2.604, 0.581], [1.031, -1.957, -0.639], [1.160, 0.408, -1.088], [0.597, 1.502, 0.319], [3.228, 0.818, 0.689], [2.564, -0.402, 1.832], [0.106, -0.595, 2.622], [-1.426, -1.151, 1.920], [-1.026, 0.576, 1.927], [-2.244, 2.090, 0.252], [-1.203, 2.716, -1.020], [-2.820, 2.125, -1.417], [-2.684, -0.094, -2.515], [-1.411, -1.300, -1.983]], "nbo_charge": [0.409, -0.369, -0.259, -0.672, -0.688, -0.083, -0.772, -0.506, -0.760, 0.460, 0.400, 0.423, 0.219, 0.231, 0.147, 0.156, 0.234, 0.226, 0.236, 0.206, 0.208, 0.201, 0.173, 0.181]}

---

Version two
{"formula": "C7H15NO", "method": "the ωB97M-V functional and the def2-TZVPD basis", "orbital_gap_ha": 0.258, "homo_ev": -6.33, "symbols": ["C", "C", "C", "C", "C", "C", "C", "N", "O", "H", "H", "H", "H", "H", "H", "H", "H", "H", "H", "H", "H", "H", "H", "H"], "positions_angstrom": [[-0.579, 0.594, 0.245], [0.249, -0.368, -0.418], [1.412, -0.249, 1.321], [-1.888, 0.168, 0.834], [-2.286, 0.288, -0.611], [1.147, 0.098, -1.537], [-0.122, -1.825, -0.529], [-0.241, 1.936, 0.407], [2.258, 0.873, 1.308], [2.910, 0.759, 0.609], [0.660, 2.227, 0.050], [-0.283, 2.230, 1.374], [1.952, -1.193, 1.217], [0.847, -0.247, 2.250], [-1.930, -0.832, 1.252], [-2.309, 0.902, 1.522], [-2.674, -0.584, -1.117], [-2.685, 1.233, -0.949], [1.280, 1.178, -1.573], [2.140, -0.354, -1.441], [0.734, -0.218, -2.496], [0.797, -2.420, -0.537], [-0.639, -2.026, -1.467], [-0.750, -2.171, 0.285]], "nbo_charge": [0.236, 0.061, -0.092, -0.460, -0.578, -0.650, -0.645, -0.817, -0.728, 0.470, 0.381, 0.374, 0.147, 0.173, 0.209, 0.212, 0.198, 0.203, 0.211, 0.205, 0.231, 0.216, 0.223, 0.220]}

---

Of them, version one has the lowest stability.